DFT (wB97M-V/def2-TZVPD) results for a 6-piece molecular cluster, C52H57ClF5N2O8PS overall.

Bonds (Å) are listed after each position.
Positions of all 127 atoms, in Å:
1 C 3.90972 1.46924 2.54659  C2 1.549, H36 1.092, H37 1.092, H38 1.088
2 C 5.34555 1.13122 2.07450  C1 1.549, O3 1.413, H39 1.096, H40 1.097
3 O 5.62037 -0.23978 2.27486  C2 1.413, C4 1.406
4 C 6.65840 -0.73132 1.46386  O3 1.406, C5 1.547, H41 1.098, H42 1.096
5 C 6.31337 -2.09429 0.81884  C4 1.547, O6 1.409, H43 1.095, H44 1.098
6 O 5.44627 -2.87292 1.61007  C5 1.409, C7 1.419
7 C 4.08582 -2.75847 1.22508  O6 1.419, C8 1.529, H45 1.095, H46 1.093
8 C 3.60541 -3.99275 0.46153  C7 1.529, O9 1.410, H47 1.101, H48 1.104
9 O 3.30752 -5.00466 1.39705  C8 1.410, C10 1.422
10 C 2.47982 -6.00033 0.80867  O9 1.422, C11 1.510, H49 1.096, H50 1.090
11 C 1.02879 -5.63553 1.01184  C10 1.510, C12 1.323, C34 1.503
12 C 0.39596 -5.57611 2.17247  C11 1.323, Cl13 1.730, C14 1.515
13 Cl 1.22063 -5.99468 3.63468  C12 1.730
14 C -1.05625 -5.14513 2.20514  C12 1.515, O15 1.213, C16 1.506
15 O -1.82431 -5.67144 2.98325  C14 1.213
16 C -1.41486 -4.09556 1.18594  C14 1.506, C17 1.379, C28 1.381
17 C -0.76830 -4.18785 -0.02827  C16 1.379, C18 1.354, C34 1.511
18 C -1.00131 -3.34334 -1.06054  C17 1.354, C19 1.377, H51 1.081
19 C -1.92484 -2.33709 -0.88720  C18 1.377, P20 1.833, C24 1.395
20 P -2.20554 -1.29154 -2.36575  C19 1.833, O21 1.606, O22 1.624, S23 1.944
21 O -3.76347 -1.13068 -2.72308  P20 1.606, H52 0.971
22 O -1.53830 0.18048 -2.20789  P20 1.624, H53 0.969
23 S -1.36602 -2.08093 -3.93198  P20 1.944
24 C -2.56786 -2.18559 0.34186  C19 1.395, C25 1.516, C28 1.401
25 C -3.54522 -1.03897 0.50770  C24 1.516, N26 1.475, H54 1.098, H55 1.095
26 N -3.02737 0.09949 1.28982  C25 1.475, C27 1.469, H56 1.014
27 C -1.81204 0.72002 0.74612  N26 1.469, H57 1.088, H58 1.095, H59 1.097
28 C -2.32616 -3.07891 1.39402  C16 1.381, C24 1.401, C29 1.527
29 C -3.05496 -3.00205 2.73364  C28 1.527, C30 1.543, H60 1.099, H61 1.086
30 C -2.85455 -1.71618 3.56336  C29 1.543, O31 1.421, C32 1.540, H62 1.092
31 O -4.05080 -0.96669 3.72659  C30 1.421, H63 0.959
32 C -2.42044 -2.11186 4.98664  C30 1.540, N33 1.459, H64 1.102, H65 1.095
33 N -2.19190 -0.95335 5.84385  C32 1.459, H66 1.010, H67 1.009
34 C 0.26190 -5.27530 -0.22984  C11 1.503, C17 1.511, O35 1.215
35 O 0.43912 -5.82291 -1.29988  C34 1.215
36 H 3.98085 2.27605 3.27858  C1 1.092
37 H 3.35223 1.89478 1.70985  C1 1.092
38 H 3.40340 0.59527 2.95019  C1 1.088
39 H 5.39980 1.41548 1.01721  C2 1.096
40 H 6.06017 1.73097 2.65230  C2 1.097
41 H 6.88604 -0.04537 0.63774  C4 1.098
42 H 7.60106 -0.85382 2.01025  C4 1.096
43 H 7.25804 -2.63766 0.71146  C5 1.095
44 H 5.92457 -1.94789 -0.19705  C5 1.098
45 H 3.50404 -2.71860 2.15193  C7 1.095
46 H 3.91109 -1.84470 0.65095  C7 1.093
47 H 4.42578 -4.25769 -0.22349  C8 1.101
48 H 2.72300 -3.69597 -0.13256  C8 1.104
49 H 2.67827 -5.97405 -0.26876  C10 1.096
50 H 2.75802 -6.99617 1.15492  C10 1.090
51 H -0.44747 -3.49964 -1.97568  C18 1.081
52 H -4.08982 -0.24968 -2.47588  O21 0.971
53 H -0.63576 0.04383 -2.53267  O22 0.969
54 H -4.39964 -1.43296 1.07364  C25 1.098
55 H -3.96019 -0.67769 -0.43867  C25 1.095
56 H -3.74131 0.81814 1.25497  N26 1.014
57 H -1.01930 0.00583 0.53306  C27 1.088
58 H -2.05335 1.36032 -0.10813  C27 1.095
59 H -1.42766 1.39782 1.51783  C27 1.097
60 H -4.11902 -3.16053 2.50693  C29 1.099
61 H -2.78515 -3.83323 3.37873  C29 1.086
62 H -2.06473 -1.07573 3.16575  C30 1.092
63 H -4.79608 -1.44600 3.35955  O31 0.959
64 H -3.25880 -2.67729 5.42402  C32 1.102
65 H -1.57803 -2.81175 4.96679  C32 1.095
66 H -2.44768 -0.08745 5.39063  N33 1.010
67 H -1.23981 -0.90443 6.17421  N33 1.009
68 F -3.85166 2.21563 -2.49072  C69 1.347
69 C -3.07884 3.27633 -2.79261  F68 1.347, C70 1.380, C74 1.380
70 C -3.08883 4.37305 -1.95470  C69 1.380, C71 1.388, H75 1.083
71 C -2.28727 5.46412 -2.25874  C70 1.388, C72 1.388, H76 1.082
72 C -1.49630 5.44771 -3.39881  C71 1.388, C73 1.389, H77 1.082
73 C -1.50237 4.33720 -4.23303  C72 1.389, C74 1.387, H78 1.082
74 C -2.29430 3.23969 -3.92770  C69 1.380, C73 1.387, H79 1.083
75 H -3.71968 4.36989 -1.07386  C70 1.083
76 H -2.28189 6.32682 -1.60612  C71 1.082
77 H -0.87532 6.30094 -3.63750  C72 1.082
78 H -0.88943 4.32532 -5.12426  C73 1.082
79 H -2.30651 2.36186 -4.56112  C74 1.083
80 F -4.67040 7.16432 -5.32871  C81 1.346
81 C -5.84115 6.72077 -4.83306  F80 1.346, C82 1.380, C86 1.381
82 C -5.83170 5.74243 -3.85925  C81 1.380, C83 1.387, H87 1.082
83 C -7.03864 5.29004 -3.34673  C82 1.387, C84 1.389, H88 1.083
84 C -8.23555 5.81233 -3.81907  C83 1.389, C85 1.388, H89 1.082
85 C -8.22532 6.79269 -4.80201  C84 1.388, C86 1.388, H90 1.082
86 C -7.02060 7.25618 -5.31135  C81 1.381, C85 1.388, H91 1.082
87 H -4.88966 5.34143 -3.50939  C82 1.082
88 H -7.04468 4.52789 -2.57794  C83 1.083
89 H -9.17613 5.45470 -3.42062  C84 1.082
90 H -9.15717 7.19761 -5.17372  C85 1.082
91 H -6.99176 8.02538 -6.07188  C86 1.082
92 F -5.05803 3.30303 1.52466  C93 1.352
93 C -6.22581 2.82489 2.01021  F92 1.352, C94 1.380, C98 1.380
94 C -6.19681 1.82608 2.96231  C93 1.380, C95 1.387, H99 1.084
95 C -7.39489 1.33704 3.46204  C94 1.387, C96 1.389, H100 1.082
96 C -8.60105 1.84553 2.99790  C95 1.389, C97 1.389, H101 1.082
97 C -8.60952 2.84763 2.03657  C96 1.389, C98 1.388, H102 1.082
98 C -7.41377 3.34702 1.54008  C93 1.380, C97 1.388, H103 1.083
99 H -5.24459 1.43676 3.30554  C94 1.084
100 H -7.38636 0.55900 4.21396  C95 1.082
101 H -9.53468 1.46034 3.38634  C96 1.082
102 H -9.54883 3.24145 1.67195  C97 1.082
103 H -7.39926 4.13355 0.79645  C98 1.083
104 F 2.07879 -2.58067 -1.94238  C105 1.352
105 C 2.52813 -2.80276 -3.19843  F104 1.352, C106 1.380, C110 1.379
106 C 2.95615 -4.06883 -3.54069  C105 1.380, C107 1.387, H111 1.083
107 C 3.41227 -4.29743 -4.83049  C106 1.387, C108 1.388, H112 1.082
108 C 3.44253 -3.25944 -5.75196  C107 1.388, C109 1.388, H113 1.082
109 C 3.01106 -1.99171 -5.38603  C108 1.388, C110 1.387, H114 1.082
110 C 2.54461 -1.75976 -4.10072  C105 1.379, C109 1.387, H115 1.082
111 H 2.92992 -4.86278 -2.80497  C106 1.083
112 H 3.74404 -5.28653 -5.11630  C107 1.082
113 H 3.80215 -3.43975 -6.75645  C108 1.082
114 H 3.03722 -1.18173 -6.10259  C109 1.082
115 H 2.19540 -0.78128 -3.79840  C110 1.082
116 F 9.63192 -0.25205 0.40368  C117 1.348
117 C 10.38048 0.49190 1.24276  F116 1.348, C118 1.380, C122 1.381
118 C 11.04332 1.59779 0.74963  C117 1.380, C119 1.387, H123 1.082
119 C 11.80889 2.36488 1.61560  C118 1.387, C120 1.388, H124 1.082
120 C 11.90911 2.01235 2.95477  C119 1.388, C121 1.388, H125 1.082
121 C 11.23882 0.89401 3.43105  C120 1.388, C122 1.387, H126 1.082
122 C 10.46360 0.12857 2.57213  C117 1.381, C121 1.387, H127 1.082
123 H 10.95836 1.85114 -0.29898  C118 1.082
124 H 12.32817 3.23839 1.24460  C119 1.082
125 H 12.51028 2.61034 3.62700  C120 1.082
126 H 11.31945 0.61622 4.47345  C121 1.082
127 H 9.92736 -0.74205 2.92643  C122 1.082

Computed properties:
Spin multiplicity: 1
SMILES string: CCOCCOCCOCC1=C(Cl)C(=O)c2c(cc(P(O)(O)=S)c(CNC)c2C[C@@H](O)CN)C1=O.Fc1ccccc1.Fc1ccccc1.Fc1ccccc1.Fc1ccccc1.Fc1ccccc1
Energy, hartree: -4426.14085

DFT (wB97M-V/def2-TZVPD) results for a 14-piece molecular cluster, H28O14 overall.

Bonds (Å) are listed after each position.
Positions of all 42 atoms, in Å:
1 O 1.61453 0.66595 2.43928  H2 0.954, H3 0.932
2 H 0.93919 0.27256 1.89248  O1 0.954
3 H 1.11195 1.30987 2.88807  O1 0.932
4 O 2.32906 2.44327 0.34258  H5 0.967, H6 0.954
5 H 2.03146 2.09090 1.19200  O4 0.967
6 H 2.82571 3.25190 0.44418  O4 0.954
7 O 0.16631 0.06942 0.24974  H8 0.971, H9 0.960
8 H -0.25912 -0.59023 -0.32260  O7 0.971
9 H -0.46556 0.79155 0.28291  O7 0.960
10 O -1.87231 1.91122 -1.53764  H11 0.999, H12 0.937
11 H -0.91260 1.96922 -1.80839  O10 0.999
12 H -2.12188 2.76439 -1.24126  O10 0.937
13 O -0.10677 3.58566 0.26759  H14 0.977, H15 0.968
14 H 0.76150 3.14959 0.16950  O13 0.977
15 H -0.30828 3.87337 -0.63403  O13 0.968
16 O 3.34480 -1.50955 0.30365  H17 0.963, H18 0.952
17 H 3.88317 -2.06506 -0.26992  O16 0.963
18 H 2.99866 -0.78663 -0.20982  O16 0.952
19 O 0.47607 1.36857 -2.61157  H20 0.956, H21 0.955
20 H 0.79242 0.47728 -2.46900  O19 0.956
21 H 1.25401 1.92161 -2.65179  O19 0.955
22 O -1.78024 1.87127 1.53786  H23 0.974, H24 0.939
23 H -1.31653 2.19212 2.33203  O22 0.974
24 H -1.43848 2.51446 0.94600  O22 0.939
25 O -0.92923 -2.30631 1.96133  H26 0.958, H27 0.938
26 H -1.12456 -2.69112 2.81718  O25 0.958
27 H -1.73048 -1.86406 1.75706  O25 0.938
28 O 1.88602 -0.92645 -2.15033  H29 0.931, H30 0.951
29 H 2.43994 -0.28834 -1.76039  O28 0.931
30 H 2.01741 -0.85385 -3.08935  O28 0.951
31 O -3.06723 -0.68319 1.32425  H32 0.971, H33 0.942
32 H -2.60835 0.16341 1.44889  O31 0.971
33 H -3.58908 -0.58860 0.54549  O31 0.942
34 O -3.03877 -3.33569 -0.26695  H35 0.922, H36 0.959
35 H -2.47274 -2.61093 -0.32623  O34 0.922
36 H -3.92279 -2.96279 -0.25799  O34 0.959
37 O -0.72206 -1.99381 -1.26683  H38 0.943, H39 0.974
38 H -0.93109 -1.27513 -1.84124  O37 0.943
39 H 0.04180 -2.46108 -1.64945  O37 0.974
40 O 1.32764 -3.35396 0.37270  H41 0.969, H42 0.938
41 H 1.95447 -2.61579 0.33619  O40 0.969
42 H 0.52202 -2.89501 0.51384  O40 0.938

Computed properties:
Energy relative to the best compared isomer or geometry (same formula, charge and spin), eV: 1.7230
Spin multiplicity: 1

So what do the calculations give for largest force on an atom? Going down the list: 0.0567 0.0518 Eh/bohr.